# 1
The following is a quantum chemistry calculation of C14H13BrN2O2 in the gas phase, from the OMol25 dataset.

Computed properties:
E_tot = -3375.29838 Eh
Strongest force on any atom = 0.0134 hartree/bohr
Relative energy (zero: lowest compared OMol25 entry of this formula, charge and spin) = 0.00 kJ/mol
SMILES string = COc1ccc(CNC(=O)c2cncc(Br)c2)cc1
Frontier orbital gap = 8.91 eV
HOMO level = -0.3119 Ha

ORCA input file:
```
! RIJCOSX wB97M-V def2-TZVPD def2/J DEFGRID3
* xyz 0 1
C 3.405 3.297 -1.004
H 4.400 3.086 -0.601
O 2.399 3.074 -0.044
C 2.206 1.812 0.412
C 2.984 0.709 0.072
C 2.669 -0.540 0.574
C 1.574 -0.726 1.405
C 0.822 0.385 1.771
C 1.132 1.637 1.288
H 0.545 2.500 1.558
H -0.023 0.268 2.434
C 1.196 -2.107 1.876
N 1.153 -3.078 0.796
C 0.669 -2.931 -0.456
O 0.751 -3.821 -1.278
C 0.046 -1.610 -0.788
C -1.108 -1.158 -0.163
C -1.613 0.073 -0.545
C -0.973 0.804 -1.536
N 0.101 0.351 -2.151
C 0.593 -0.820 -1.799
H 1.471 -1.150 -2.337
H -1.338 1.772 -1.848
Br -3.158 0.770 0.307
H -1.600 -1.747 0.597
H 1.562 -3.985 0.974
H 0.228 -2.066 2.391
H 1.938 -2.464 2.596
H 3.274 -1.389 0.292
H 3.832 0.810 -0.587
H 3.236 2.696 -1.903
H 3.338 4.354 -1.258
*
```

Charge distribution, Löwdin scheme, values in e:
1. C -0.084
2. H 0.095
3. O -0.079
4. C -0.279
5. C -0.015
6. C -0.044
7. C -0.248
8. C -0.042
9. C 0.008
10. H 0.123
11. H 0.119
12. C -0.129
13. N 0.084
14. C -0.466
15. O 0.079
16. C -0.126
17. C -0.068
18. C -0.665
19. C -0.187
20. N 0.093
21. C -0.084
22. H 0.129
23. H 0.106
24. Br 0.738
25. H 0.122
26. H 0.150
27. H 0.117
28. H 0.131
29. H 0.125
30. H 0.106
31. H 0.097
32. H 0.094


# 2
The following is a quantum chemistry calculation of 2 unconnected molecules or ions with the total composition C3H9NO2 in a non-equilibrium geometry, from the OMol25 dataset.

Computed properties:
E_tot = -324.92260 Eh
Strongest force on any atom = 0.0508 hartree/bohr
Relative energy (zero: lowest compared OMol25 entry of this formula, charge and spin) = 131.31 kJ/mol
SMILES string = CC(N)=O.CO
Frontier orbital gap = 10.58 eV
HOMO level = -0.3672 Ha

ORCA input file:
```
! RIJCOSX wB97M-V def2-TZVPD def2/J DEFGRID3
* xyz 0 1
C -0.192 -1.601 -0.348
C -1.356 -1.490 -1.261
O -2.462 -1.999 -1.196
N -1.168 -0.567 -2.258
H 0.695 -0.985 -0.568
H 0.280 -2.586 -0.229
H -1.910 -0.343 -2.899
H -0.357 0.001 -2.426
H -0.593 -1.151 0.575
C 1.519 1.795 1.665
O 0.232 2.364 1.810
H -0.304 1.693 2.237
H 1.575 0.787 1.217
H 2.138 2.393 1.003
H 1.901 1.688 2.679
*
```

Charge distribution, Löwdin scheme, values in e:
1. C -0.020
2. C -0.597
3. O 0.036
4. N 0.135
5. H 0.068
6. H 0.091
7. H 0.102
8. H 0.091
9. H 0.093
10. C -0.171
11. O -0.116
12. H 0.070
13. H 0.062
14. H 0.078
15. H 0.077


# 3
The following is a quantum chemistry calculation of 14 unconnected molecules or ions with the total composition C71H158F30N11O3P7 in a non-equilibrium geometry, from the OMol25 dataset.

Computed properties:
E_tot = -9013.21096 Eh
Strongest force on any atom = 0.1065 hartree/bohr
Frontier orbital gap = 7.24 eV
HOMO level = -0.5327 Ha

ORCA input file:
```
! RIJCOSX wB97M-V def2-TZVPD def2/J DEFGRID3
* xyz 4 1
C -14.297 15.656 -3.456
N -15.366 16.255 -4.294
C -15.391 17.780 -3.881
C -14.984 16.008 -5.765
C -16.730 15.595 -3.996
C -17.853 16.081 -4.865
O -18.248 15.123 -5.822
H -14.589 15.927 -2.442
H -13.312 16.004 -3.767
H -14.304 14.567 -3.470
H -16.089 18.222 -4.592
H -14.353 18.109 -3.936
H -15.755 17.968 -2.871
H -13.982 16.437 -5.796
H -15.647 16.553 -6.438
H -15.030 14.968 -6.090
H -17.039 15.892 -2.994
H -16.724 14.506 -4.017
H -17.579 16.945 -5.470
H -18.738 16.532 -4.416
H -19.087 15.342 -6.232
C -17.298 21.278 -11.263
N -18.170 20.060 -11.043
C -17.894 19.099 -12.254
C -17.732 19.157 -9.914
C -19.652 20.418 -10.894
C -20.327 20.956 -12.186
O -20.511 19.916 -13.132
H -16.346 20.880 -11.616
H -17.129 21.833 -10.340
H -17.642 21.913 -12.079
H -18.484 18.190 -12.141
H -16.833 18.903 -12.406
H -18.184 19.599 -13.178
H -16.684 18.992 -10.166
H -18.319 18.247 -9.788
H -17.667 19.825 -9.055
H -19.584 21.100 -10.046
H -20.157 19.515 -10.550
H -19.789 21.781 -12.652
H -21.293 21.436 -12.035
H -20.711 20.228 -14.017
C -17.086 11.349 -16.074
N -16.908 11.353 -17.626
C -18.271 10.738 -18.209
C -16.771 12.774 -18.211
C -15.848 10.345 -18.170
C -14.415 10.857 -18.109
O -14.263 11.621 -16.977
H -16.324 11.961 -15.592
H -16.967 10.300 -15.801
H -18.068 11.744 -15.816
H -18.398 9.814 -17.644
H -18.170 10.603 -19.286
H -19.080 11.431 -17.978
H -15.868 13.244 -17.821
H -17.780 13.078 -17.932
H -16.584 12.662 -19.279
H -15.989 10.225 -19.244
H -15.943 9.383 -17.667
H -14.118 11.409 -19.000
H -13.695 10.040 -18.130
H -13.948 12.465 -17.309
C -13.809 11.511 -8.812
C -15.117 10.753 -8.337
N -15.149 10.503 -6.880
C -16.247 10.769 -6.008
C -15.872 10.401 -4.753
N -14.589 10.004 -4.855
C -14.089 10.065 -6.156
C -13.644 9.752 -3.688
H -13.766 12.472 -8.299
H -13.823 11.584 -9.900
H -12.846 11.027 -8.654
H -14.956 9.783 -8.809
H -15.940 11.347 -8.733
H -17.177 11.082 -6.458
H -16.447 10.227 -3.856
H -13.047 9.929 -6.408
H -13.807 10.551 -2.964
H -12.621 9.738 -4.064
H -13.854 8.791 -3.219
C -26.806 9.167 -16.703
C -25.812 10.047 -15.962
N -26.371 10.949 -14.889
C -27.087 10.660 -13.713
C -27.342 11.798 -13.009
N -26.916 12.787 -13.794
C -26.218 12.265 -14.930
C -27.199 14.238 -13.715
H -26.371 8.663 -17.567
H -27.601 9.758 -17.159
H -27.320 8.398 -16.127
H -25.413 10.620 -16.799
H -25.070 9.386 -15.515
H -27.206 9.627 -13.421
H -27.728 11.954 -12.013
H -25.691 12.810 -15.700
H -27.395 14.565 -12.694
H -28.026 14.621 -14.313
H -26.396 14.905 -14.029
C -16.480 5.373 -10.464
C -17.631 5.067 -11.466
N -18.767 5.980 -11.482
C -19.704 6.093 -10.472
C -20.644 7.025 -10.843
N -20.277 7.444 -12.130
C -19.243 6.709 -12.546
C -21.064 8.313 -13.006
H -15.745 4.571 -10.522
H -16.920 5.536 -9.480
H -15.998 6.304 -10.763
H -17.991 4.058 -11.263
H -17.139 5.017 -12.438
H -19.490 5.529 -9.576
H -21.490 7.473 -10.342
H -18.709 6.725 -13.484
H -20.537 8.803 -13.825
H -21.392 9.187 -12.443
H -21.921 7.828 -13.473
C -11.905 17.660 -9.991
C -11.098 18.604 -9.020
N -10.795 19.901 -9.779
C -10.371 20.062 -11.105
C -10.414 21.405 -11.413
N -10.978 22.052 -10.293
C -11.103 21.161 -9.271
C -11.400 23.489 -10.170
H -11.261 17.304 -10.796
H -12.787 18.176 -10.371
H -12.388 16.862 -9.428
H -10.133 18.133 -8.837
H -11.655 18.908 -8.133
H -10.056 19.224 -11.710
H -10.273 21.879 -12.374
H -11.460 21.393 -8.278
H -11.180 23.845 -9.164
H -12.441 23.570 -10.481
H -10.824 24.020 -10.928
C -23.915 10.759 -11.556
C -22.886 11.495 -10.712
C -22.587 12.894 -11.171
C -21.337 13.432 -10.417
P -19.683 13.486 -11.043
C -18.611 13.690 -9.635
C -17.288 14.313 -9.966
C -16.358 14.604 -8.765
C -15.036 14.883 -9.402
C -19.505 11.853 -11.860
C -18.178 11.670 -12.720
C -17.560 10.216 -12.634
C -16.747 9.977 -11.334
C -19.522 14.904 -12.085
C -20.346 14.913 -13.307
C -20.254 16.304 -14.097
C -21.031 16.154 -15.375
H -24.589 11.479 -12.019
H -24.589 10.200 -10.908
H -23.419 10.073 -12.243
H -21.957 10.928 -10.643
H -23.347 11.594 -9.730
H -23.470 13.532 -11.223
H -22.250 12.874 -12.208
H -21.280 13.199 -9.353
H -21.568 14.491 -10.311
H -18.622 12.734 -9.112
H -19.075 14.458 -9.015
H -17.297 15.243 -10.534
H -16.863 13.713 -10.771
H -16.168 13.694 -8.196
H -16.597 15.442 -8.110
H -14.558 13.969 -9.758
H -14.311 15.206 -8.655
H -14.985 15.627 -10.197
H -20.318 11.831 -12.586
H -19.689 11.112 -11.082
H -17.418 12.433 -12.550
H -18.407 12.036 -13.721
H -16.833 10.082 -13.435
H -18.339 9.461 -12.738
H -17.128 10.533 -10.478
H -15.811 10.532 -11.404
H -16.580 8.938 -11.047
H -18.469 14.873 -12.363
H -19.582 15.827 -11.508
H -21.373 14.622 -13.085
H -20.063 14.125 -14.005
H -19.221 16.529 -14.364
H -20.762 17.113 -13.573
H -22.052 15.791 -15.257
H -20.584 15.483 -16.108
H -21.175 17.123 -15.853
C -17.738 16.137 -17.348
C -18.598 17.284 -17.887
C -18.938 17.071 -19.396
C -19.804 15.870 -19.662
P -21.263 16.033 -20.780
C -20.812 16.299 -22.443
C -19.930 15.285 -23.176
C -19.419 15.703 -24.466
C -18.575 14.719 -25.319
C -22.068 14.284 -20.669
C -23.403 13.985 -21.393
C -23.891 12.533 -21.084
C -24.496 12.405 -19.656
C -22.460 17.351 -20.082
C -23.331 16.682 -18.933
C -24.172 17.718 -18.114
C -24.706 17.048 -16.803
H -18.078 15.114 -17.505
H -17.775 16.316 -16.274
H -16.676 16.185 -17.589
H -17.982 18.180 -17.978
H -19.513 17.478 -17.327
H -18.148 17.144 -20.143
H -19.528 17.939 -19.692
H -20.085 15.544 -18.661
H -19.223 15.030 -20.042
H -20.401 17.304 -22.356
H -21.724 16.527 -22.995
H -20.709 14.558 -23.407
H -19.175 14.824 -22.539
H -18.830 16.525 -24.060
H -20.283 16.137 -24.968
H -18.250 15.127 -26.276
H -19.253 13.918 -25.612
H -17.784 14.199 -24.780
H -22.209 14.193 -19.592
H -21.355 13.530 -21.002
H -23.317 14.113 -22.472
H -24.084 14.801 -21.151
H -22.971 11.978 -21.272
H -24.705 12.177 -21.716
H -23.755 12.642 -18.893
H -24.662 11.339 -19.503
H -25.400 12.996 -19.505
H -23.038 17.623 -20.965
H -21.894 18.205 -19.708
H -22.706 16.326 -18.115
H -23.974 15.852 -19.226
H -24.938 18.026 -18.826
H -23.598 18.603 -17.838
H -24.083 16.738 -15.963
H -25.217 16.126 -17.079
H -25.544 17.652 -16.455
P -24.822 6.322 -11.392
F -25.737 7.437 -12.062
F -26.142 5.258 -11.487
F -24.143 5.912 -12.796
F -23.954 5.197 -10.642
F -23.496 7.300 -11.165
F -25.344 6.671 -9.838
P -19.907 10.002 -7.740
F -19.466 8.513 -8.251
F -18.599 10.698 -8.435
F -20.374 10.263 -9.237
F -20.472 11.537 -7.394
F -21.368 9.431 -7.426
F -19.363 9.810 -6.270
P -21.816 11.277 -15.928
F -20.327 10.684 -15.682
F -21.797 12.127 -14.561
F -21.164 12.478 -16.849
F -23.282 11.798 -16.172
F -21.879 10.156 -17.094
F -22.419 10.058 -14.969
P -15.207 15.040 -14.098
F -16.642 14.396 -14.476
F -14.823 14.581 -15.655
F -15.788 16.446 -14.762
F -13.710 15.659 -13.841
F -15.688 15.452 -12.652
F -14.657 13.630 -13.430
P -20.968 17.145 -7.553
F -21.268 17.489 -6.035
F -21.471 18.637 -7.959
F -19.451 17.621 -7.100
F -20.332 16.823 -9.065
F -20.556 15.651 -7.001
F -22.425 16.487 -7.879
*
```

Löwdin atomic charge list, values in e, 99 entries:
1. C -0.021
2. N -0.320
3. C 0.064
4. C 0.022
5. C -0.074
6. C -0.254
7. O -0.059
8. H 0.116
9. H 0.110
10. H 0.108
11. H 0.098
12. H 0.103
13. H 0.116
14. H 0.097
15. H 0.090
16. H 0.108
17. H 0.139
18. H 0.144
19. H 0.091
20. H 0.146
21. H 0.034
22. C 0.019
23. N -0.324
24. C 0.018
25. C 0.010
26. C -0.039
27. C -0.198
28. O -0.077
29. H 0.098
30. H 0.111
31. H 0.107
32. H 0.098
33. H 0.104
34. H 0.098
35. H 0.097
36. H 0.100
37. H 0.110
38. H 0.145
39. H 0.133
40. H 0.113
41. H 0.134
42. H 0.104
43. C 0.027
44. N -0.276
45. C 0.041
46. C 0.038
47. C -0.084
48. C -0.260
49. O -0.041
50. H 0.089
51. H 0.099
52. H 0.078
53. H 0.107
54. H 0.102
55. H 0.075
56. H 0.091
57. H 0.083
58. H 0.109
59. H 0.127
60. H 0.136
61. H 0.128
62. H 0.132
63. H 0.095
64. C -0.062
65. C -0.134
66. N -0.025
67. C 0.042
68. C -0.019
69. N -0.095
70. C 0.035
71. C 0.044
72. H 0.060
73. H 0.079
74. H 0.071
75. H 0.126
76. H 0.100
77. H 0.114
78. H 0.153
79. H 0.160
80. H 0.096
81. H 0.093
82. H 0.104
83. C -0.071
84. C -0.141
85. N 0.005
86. C 0.021
87. C -0.029
88. N -0.079
89. C 0.027
90. C 0.001
91. H 0.088
92. H 0.079
93. H 0.084
94. H 0.104
95. H 0.130
96. H 0.140
97. H 0.154
98. H 0.150
99. H 0.099


Short version: E_LUMO = 0.4, 0.6, -7.3 eV, in the order given.